Entry 1:
Formula: C8H18O2
Source: OMol25
Level of theory: ωB97M-V/def2-TZVPD

Output
energy above the lowest of the compared OMol25 structures with the same formula, charge and spin = 0.706 eV
SMILES = CC(C)(O)C(C)(C)CCO
Kohn-Sham gap = 10.6 eV
lowest unoccupied orbital energy = 0.740 eV
net charge = 0
molar mass = 146.23 g mol⁻¹

CARTESIAN COORDINATES (ANGSTROEM)
C 0.901 -1.457 -1.574
C 0.383 -1.242 -0.144
C 1.408 -1.854 0.824
O -0.854 -1.931 0.016
C 0.084 0.264 0.171
C -0.207 0.419 1.668
C 1.271 1.157 -0.200
C -1.160 0.686 -0.643
C -1.662 2.120 -0.453
O -2.325 2.361 0.767
H 1.001 -2.525 -1.765
H 1.875 -0.997 -1.705
H 0.213 -1.052 -2.310
H 0.989 -1.930 1.823
H 2.319 -1.266 0.865
H 1.670 -2.858 0.489
H -0.687 -2.872 -0.103
H -0.940 -0.319 1.984
H -0.603 1.410 1.868
H 0.700 0.294 2.253
H 1.131 2.145 0.230
H 1.367 1.263 -1.277
H 2.202 0.759 0.195
H -0.940 0.572 -1.705
H -1.972 -0.002 -0.398
H -2.344 2.350 -1.287
H -0.841 2.838 -0.486
H -2.980 1.667 0.897

Atomic partial charges in e from the natural (NBO) method, atoms 1 to 4: -0.6398, 0.2878, -0.6435, -0.7410

Entry 2:
Formula: C8H18O2S2
Source: OMol25
Level of theory: ωB97M-V/def2-TZVPD

Output
energy above the lowest of the compared OMol25 structures with the same formula, charge and spin = 6.418 eV
SMILES = CC[C@@H](C)OSSO[C@@H](C)CC
Kohn-Sham gap = 9.7 eV
lowest unoccupied orbital energy = 0.726 eV
net charge = 0
molar mass = 210.36 g mol⁻¹

CARTESIAN COORDINATES (ANGSTROEM)
C -1.382 -0.738 1.685
C -2.382 -0.490 0.586
C -2.460 1.055 0.281
C -2.315 1.681 1.720
O -1.268 1.686 -0.434
S -1.507 1.142 -2.027
S -0.099 -0.385 -2.115
O 1.246 0.376 -2.450
C 2.166 0.261 -1.292
C 1.613 1.226 -0.226
C 2.344 -1.064 -0.628
C 2.750 -2.287 -1.284
H -0.408 -0.826 0.872
H -1.601 0.087 2.395
H -1.645 -1.799 2.450
H -2.313 -1.341 -0.251
H -3.512 -0.587 0.969
H -3.374 1.350 -0.217
H -2.208 2.824 1.802
H -3.005 1.365 2.611
H -1.114 1.343 2.035
H 3.101 0.273 -1.853
H 2.078 1.229 0.792
H 0.440 1.174 -0.130
H 1.886 2.270 -0.913
H 2.970 -0.803 0.220
H 1.532 -1.122 -0.064
H 2.352 -3.193 -0.645
H 2.215 -2.389 -2.318
H 3.900 -2.318 -1.569

Atomic partial charges in e from the natural (NBO) method, atoms 1 to 4: -0.6627, -0.4633, 0.0693, -0.6777